C22H18IrN2O8 | the ωB97M-V functional and the def2-TZVPD basis

Geometry as XYZ:
```
51
Properties=species:S:1:pos:R:3:forces:R:3
Ir 0.652707 -0.336072 0.033727 0.02 -0.30 -0.58
O -2.699713 -3.860201 2.354102 0.01 -0.01 -0.05
C -1.788014 -3.597580 3.306863 0.03 0.00 0.01
C -1.885016 -4.299007 4.508708 0.00 0.00 0.00
C -0.966763 -4.085478 5.518255 0.00 0.00 0.00
C 0.068748 -3.169663 5.355974 0.00 0.00 -0.01
C 0.162046 -2.462687 4.172504 -0.02 0.01 0.01
C -0.759063 -2.655092 3.143634 0.00 0.00 0.00
C -0.614614 -1.861838 1.909651 -0.18 0.26 -0.12
O 0.191980 -0.854454 1.918601 0.08 -0.38 -0.02
N -1.347646 -2.175472 0.865595 0.06 0.03 0.03
N -1.097884 -1.276287 -0.160309 -0.01 -0.72 -0.27
C -1.816751 -1.325479 -1.214125 -0.25 0.46 0.05
C -1.769083 -0.213123 -2.138163 0.19 0.05 0.02
C -2.330196 -0.343863 -3.413845 0.08 0.00 0.02
C -2.355354 0.704535 -4.307003 0.00 0.01 -0.02
C -1.824965 1.934157 -3.899505 -0.01 0.00 -0.02
C -1.287609 2.098761 -2.644355 -0.11 -0.01 0.07
C -1.230082 1.041999 -1.699238 -0.03 0.24 -0.05
O -0.722772 1.290642 -0.523374 0.42 -0.01 0.40
H -2.440643 -3.343111 1.550869 -0.02 0.01 0.03
H -2.688573 -5.015801 4.616621 0.00 0.00 0.00
H -1.053716 -4.645878 6.441579 0.00 0.00 0.00
H 0.796042 -3.016539 6.141877 0.00 0.00 0.00
H 0.955158 -1.745846 4.007776 0.00 0.01 0.00
H -2.516091 -2.148086 -1.341473 -0.14 0.10 0.11
H -2.746319 -1.306447 -3.694476 0.00 0.00 0.01
H -2.780422 0.582503 -5.294284 -0.01 0.00 0.00
H -1.837127 2.775308 -4.584108 0.01 0.00 0.00
H -0.880774 3.052548 -2.331877 0.00 0.00 0.01
O 2.583118 -3.790854 -1.213297 0.09 -0.01 0.07
C 2.257063 -2.626245 -1.076882 -0.26 0.00 -0.15
O 1.405661 -2.221725 -0.180254 0.52 -0.06 0.64
C 2.734865 -1.591784 -2.099752 -0.13 0.06 -0.03
C 1.505504 -0.933572 -2.766721 0.31 0.00 0.08
C 1.879378 -0.243688 -4.069686 0.04 0.02 0.02
C 2.712119 0.958053 -3.548754 0.02 -0.01 0.00
C 2.620745 0.785828 -2.032603 -0.01 0.19 0.09
O 1.288001 0.214607 -1.895933 -0.30 -0.27 -0.28
C 3.491827 -0.353341 -1.527143 0.04 0.02 0.05
C 3.608296 -0.322136 0.006016 0.18 -0.10 0.01
O 4.654984 -0.682364 0.519737 -0.02 0.12 -0.06
O 2.590919 0.145179 0.645110 -0.43 0.49 -0.01
H 3.349046 -2.106316 -2.834906 -0.05 -0.12 0.04
H 0.599620 -1.531450 -2.780854 0.00 -0.03 0.00
H 2.439563 -0.907416 -4.726987 0.01 0.01 0.00
H 0.981209 0.091981 -4.587689 0.00 0.01 0.01
H 3.750141 0.935494 -3.879195 0.00 -0.01 0.00
H 2.272185 1.905525 -3.856520 -0.01 -0.01 0.00
H 2.670596 1.694425 -1.440104 -0.05 0.01 -0.01
H 4.509151 -0.294980 -1.910159 -0.03 -0.05 -0.08
```
Positions in Å, forces in eV/Å.

Computed properties:
- energy above the lowest of the compared OMol25 structures with the same formula, charge and spin (kcal/mol) = 5.5
- total charge = -1
- HOMO-LUMO gap (eV) = 7.408
- LUMO (eV) = 2.5

Results of the Löwdin charge analysis, in e, for atoms 1 through 2: number 1, Ir, carries 1.536; number 2, O, carries 0.047

---

C22H18N11O4S3Sc | the ωB97M-V functional and the def2-TZVPD basis

Geometry as XYZ:
```
59
Properties=species:S:1:pos:R:3:forces:R:3
Sc 1.353253 1.665223 0.638175 -0.35 0.23 -0.03
S -1.184107 1.729766 0.200063 -0.02 -0.11 0.00
C -1.680127 1.511892 -1.459443 0.01 -0.02 -0.03
C -2.700283 0.583720 -1.705374 0.03 0.01 0.03
C -3.210706 0.376067 -2.973790 0.01 -0.02 0.07
C -4.256747 -0.594846 -3.151200 -0.02 0.05 -0.07
N -5.098482 -1.364451 -3.285010 0.01 -0.03 0.03
C -2.705982 1.098779 -4.063675 -0.03 -0.01 -0.03
C -1.680687 2.005238 -3.841051 0.00 -0.01 -0.03
C -1.173779 2.221115 -2.564308 0.01 0.07 0.06
S 0.127231 3.404887 -2.427694 -0.06 -0.08 0.02
C -3.212435 0.894482 -5.390102 0.02 -0.02 0.01
N -3.604338 0.733333 -6.457982 0.00 0.02 -0.01
H -3.099294 0.024203 -0.870774 -0.01 -0.01 -0.01
H -1.257687 2.547099 -4.675861 0.00 0.00 0.00
S 0.892201 1.234278 3.057280 0.03 -0.13 0.30
C 0.555908 -0.489402 3.011691 0.03 0.11 -0.30
N 0.103588 -1.088777 4.051145 -0.08 -0.04 0.21
N -0.254598 -2.396104 4.010652 0.04 -0.09 -0.15
C -1.016069 -2.999352 2.958270 -0.05 0.21 0.06
C -0.895254 -4.361349 2.753145 0.01 -0.10 -0.04
C -1.643869 -4.982424 1.755626 0.04 0.00 0.06
C -2.495040 -4.241155 0.957061 -0.07 0.09 -0.05
C -2.619903 -2.869254 1.173370 0.02 -0.11 -0.01
C -1.897323 -2.251695 2.174844 0.08 0.03 0.10
N 0.756803 -1.259229 1.845923 -0.06 -0.02 0.14
N 1.067926 -0.657062 0.810521 0.10 0.22 -0.20
C 1.165556 -1.476969 -0.357572 0.06 -0.04 0.00
C 0.793143 -2.819148 -0.359215 -0.05 0.02 0.03
C 0.869106 -3.534540 -1.539119 0.00 0.01 -0.02
C 1.306498 -2.922108 -2.709767 0.00 0.00 0.01
C 1.672149 -1.585117 -2.701109 0.00 -0.03 -0.02
C 1.600860 -0.859738 -1.521968 0.01 0.02 0.03
H -0.539061 -2.688093 4.931053 -0.05 0.01 0.01
H -0.199164 -4.927426 3.359202 0.00 -0.02 0.00
H -1.543633 -6.048595 1.597906 0.01 0.00 0.01
H -3.065062 -4.718775 0.171389 0.00 -0.01 0.00
H -3.294686 -2.284765 0.560855 -0.01 -0.01 0.00
H -1.991105 -1.186457 2.346718 -0.03 0.01 -0.05
H 0.433436 -3.277408 0.551966 0.01 0.00 -0.01
H 0.573630 -4.575299 -1.549933 0.00 -0.01 0.00
H 1.355631 -3.488567 -3.630246 0.00 -0.01 0.00
H 2.009254 -1.102707 -3.608464 0.00 0.01 0.00
H 1.884155 0.187427 -1.538749 0.02 -0.01 0.01
N 0.583408 3.957297 1.277727 -0.06 0.20 -0.12
N 1.596565 4.835342 1.695077 0.03 0.03 0.03
C 2.830076 4.323821 1.852710 0.05 -0.03 0.13
N 3.863304 5.068172 2.223933 0.01 0.00 0.00
N 2.862483 3.029583 1.604890 -0.32 -0.40 -0.32
N 3.932604 2.236915 1.649050 0.30 0.03 0.04
O 5.006847 2.571567 2.110813 -0.08 -0.01 -0.07
O 3.669046 1.122501 1.183627 0.30 -0.01 0.03
H 0.256066 4.178000 0.338592 -0.01 0.08 0.00
H -0.188112 3.948059 1.936225 0.02 -0.04 0.02
H 1.417228 5.821260 1.794318 0.01 0.00 -0.02
H 3.776199 6.050645 2.412092 -0.02 0.00 -0.01
H 4.739883 4.589829 2.377583 0.01 0.03 0.00
O 1.362103 2.343078 -2.085498 0.21 -0.08 0.00
O 2.091418 2.757249 -0.905589 -0.10 -0.01 0.17
```
Positions in Å, forces in eV/Å.

Computed properties:
- energy above the lowest of the compared OMol25 structures with the same formula, charge and spin (kcal/mol) = 27.0
- HOMO-LUMO gap (eV) = 6.534
- LUMO (eV) = -1.0

Results of the Löwdin charge analysis, in e, for atoms 1 through 2: number 1, Sc, carries 0.592; number 2, S, carries 0.633

---

C22H18N2O4 | the ωB97M-V functional and the def2-TZVPD basis

Geometry as XYZ:
```
46
Properties=species:S:1:pos:R:3:forces:R:3
O -2.080412 2.392366 2.427856 -0.70 -2.38 0.21
N -2.487335 1.213900 2.528426 -1.91 2.35 -0.11
O -3.701803 0.908593 2.576224 2.07 0.63 -0.07
C -1.540006 0.146648 2.589231 2.00 -1.93 0.07
C -2.011552 -1.177655 2.664572 -0.02 0.59 -0.02
C -1.094098 -2.227220 2.633988 0.28 0.22 0.04
C 0.282014 -1.979326 2.585231 0.05 0.71 0.26
C 0.793351 -0.643379 2.620165 -1.06 -0.29 0.00
C 2.207397 -0.409463 2.697112 0.20 -0.33 0.09
N 2.731350 0.842852 2.528335 0.76 1.77 -0.42
O 3.985211 1.015325 2.394278 -1.20 -0.90 0.39
O 1.964061 1.852080 2.485420 1.50 -0.81 0.22
C -0.155654 0.413643 2.569779 -1.17 -0.04 0.02
H -3.083607 -1.335450 2.743518 0.27 -0.12 -0.12
H -1.473656 -3.248745 2.656681 0.19 0.22 -0.05
H 1.005633 -2.796427 2.531881 -0.31 0.09 0.05
H 2.916154 -1.237339 2.629045 -0.24 0.52 -0.17
H 0.219833 1.431024 2.505761 -0.49 -0.46 0.10
C 3.283807 -1.048733 5.463823 0.18 -0.44 -0.29
C 4.564715 -0.429983 5.307957 0.91 0.40 -0.06
C 5.442862 -0.819117 4.255722 -0.54 0.14 0.13
C 6.673513 -0.202582 4.074996 0.20 0.18 0.12
C 7.093652 0.819487 4.942002 -0.61 -0.49 -0.09
C 6.273461 1.184249 6.020405 -0.23 -0.08 0.04
C 5.038947 0.570618 6.210320 0.00 -0.07 -0.35
C 2.486427 -0.878128 6.598965 -1.18 -0.36 0.62
C 1.345366 -1.627969 6.876155 1.31 0.45 -0.88
C 0.510127 -1.458061 8.027374 -0.89 0.17 1.38
C -0.635684 -2.287495 8.209288 0.58 0.38 -0.23
C -1.490638 -2.111007 9.290598 0.06 0.25 0.25
C -1.231757 -1.111084 10.244150 0.26 -0.21 -0.49
C -0.095560 -0.300704 10.104247 0.06 -0.10 -0.17
C 0.766937 -0.466829 9.022713 -0.33 -0.44 -0.35
H 2.974651 -1.798009 4.731813 0.21 0.16 0.30
H 5.120743 -1.618087 3.581244 0.14 0.38 0.15
H 7.306168 -0.498893 3.233330 -0.25 0.11 0.35
H 8.042273 1.326110 4.776272 -0.20 -0.14 0.05
H 6.594213 1.968124 6.711428 -0.11 -0.29 -0.25
H 4.414361 0.868781 7.054935 0.32 0.04 -0.34
H 2.800266 -0.150570 7.345950 -0.15 -0.14 -0.32
H 1.075160 -2.422814 6.173090 -0.03 0.30 0.12
H -0.833052 -3.064468 7.466719 -0.01 0.24 0.23
H -2.372133 -2.746273 9.397426 0.30 0.19 -0.05
H -1.908489 -0.966377 11.087898 0.21 -0.05 -0.27
H 0.115400 0.474667 10.843503 -0.07 -0.26 -0.23
H 1.644414 0.172891 8.924754 -0.34 -0.13 0.13
```
Positions in Å, forces in eV/Å.

Computed properties:
- energy above the lowest of the compared OMol25 structures with the same formula, charge and spin (kcal/mol) = 232.9
- HOMO-LUMO gap (eV) = 4.054
- LUMO (eV) = -2.9

Results of the Löwdin charge analysis, in e, for atoms 1 through 2: number 1, O, carries 0.068; number 2, N, carries -0.319

---

C22H18N3O3 | the ωB97M-V functional and the def2-TZVPD basis

Geometry as XYZ:
```
46
Properties=species:S:1:pos:R:3:forces:R:3
C -1.100133 4.882716 4.111848 -0.21 0.06 -0.59
O -1.512262 5.178640 2.763730 0.09 -0.34 0.21
C -1.930206 4.170094 1.958932 -0.29 -0.74 -0.26
C -2.221970 4.519706 0.614465 0.35 0.08 0.94
C -2.624687 3.552933 -0.273815 -0.33 -0.68 0.00
C -2.863926 2.217726 0.150262 0.59 0.76 0.67
C -3.361018 1.254904 -0.805116 -0.65 -0.90 0.24
C -4.145751 0.180706 -0.460432 0.65 1.22 -0.32
C -4.453972 -0.854512 -1.377061 -0.53 -1.90 -2.06
N -4.685912 -1.716967 -2.129641 0.15 1.75 1.89
C -4.793488 0.076033 0.804227 -1.14 -0.39 2.75
N -5.347509 -0.028089 1.832330 1.18 0.25 -2.29
C -2.546653 1.874728 1.492084 -0.22 0.09 -0.72
C -2.076843 2.824009 2.386779 0.13 0.92 -0.12
H -0.794226 5.854109 4.492656 0.03 -0.15 0.18
H -1.932905 4.484101 4.705934 0.15 0.09 -0.14
H -0.254041 4.181224 4.133091 -0.21 0.16 -0.08
H -2.098060 5.561802 0.322923 0.04 -0.29 0.00
H -2.797462 3.809415 -1.321492 0.02 -0.03 0.32
H -3.132041 1.407176 -1.863524 0.13 -0.25 0.29
H -2.643851 0.838786 1.821808 0.02 0.37 -0.10
H -1.829805 2.543779 3.414163 -0.10 0.05 -0.45
C -3.282517 -4.504950 -3.977381 -0.05 -0.35 -0.23
C -3.279202 -3.089577 -4.493237 0.07 0.13 0.19
O -1.944847 -2.582264 -4.303190 -0.94 -0.30 -0.31
C -1.750571 -1.373793 -4.909252 1.18 1.08 -0.15
C -0.432068 -0.865837 -4.621458 -1.00 -0.75 -0.12
C 0.061616 0.328050 -5.128249 0.22 0.48 -0.05
C -0.685533 1.170205 -6.020339 0.11 0.41 -0.10
C -0.206487 2.406736 -6.397854 -0.04 -0.43 0.19
C 1.042166 2.858698 -5.936834 0.33 0.66 -0.15
C 1.489383 4.174948 -6.289282 0.43 1.36 -0.33
N 1.827864 5.260946 -6.572016 -0.49 -1.72 0.44
C 1.832182 2.027355 -5.119095 -0.06 -0.46 0.19
C 1.367670 0.785166 -4.734756 -0.20 0.42 -0.30
O -2.632160 -0.842223 -5.594127 0.06 -0.59 0.42
H -4.314309 -4.826022 -3.822102 0.01 -0.07 0.07
H -2.832874 -5.180255 -4.715124 0.05 0.03 0.23
H -2.734033 -4.589748 -3.035708 -0.11 0.04 -0.07
H -3.559673 -3.052032 -5.554973 0.13 0.06 0.28
H -3.983261 -2.476007 -3.915605 0.36 -0.25 -0.54
H 0.187717 -1.475309 -3.977399 0.02 0.01 0.02
H -1.655166 0.823014 -6.364055 0.29 0.12 0.10
H -0.794158 3.052476 -7.052055 0.13 -0.17 0.15
H 2.811748 2.373909 -4.781285 -0.28 -0.06 -0.13
H 1.961987 0.128386 -4.098394 -0.06 0.23 -0.12
```
Positions in Å, forces in eV/Å.

Computed properties:
- energy above the lowest of the compared OMol25 structures with the same formula, charge and spin (kcal/mol) = 3.6
- total charge = -1
- HOMO-LUMO gap (eV) = 3.886
- LUMO (eV) = 0.9

Results of the Löwdin charge analysis, in e, for atoms 1 through 2: number 1, C, carries -0.064; number 2, O, carries -0.087